Record 1
C6H11NO2P as an isolated structure, computed with ωB97M-V/def2-TZVPD.

Last column: Löwdin charge in e.
Cartesian coordinates (Å):
C -1.84 1.17 1.12  -0.251
C -0.45 -0.78 2.12  -0.030
C -0.48 0.98 1.63  -0.142
C -0.53 -1.02 -2.87  -0.050
C 2.50 0.55 0.73  -0.072
C -0.90 0.01 -1.79  -0.198
N -2.89 1.34 0.68  0.211
O 0.17 -1.13 0.82  -0.223
O 0.37 0.51 -1.16  -0.254
P 0.75 0.34 0.41  0.893
H 0.20 -0.92 3.00  0.118
H -1.24 -1.42 2.30  0.102
H -0.27 1.51 2.57  0.124
H -1.41 -1.42 -3.44  0.111
H 0.27 -0.50 -3.44  0.093
H 0.02 -1.83 -2.34  0.086
H 2.80 1.53 1.04  0.075
H 3.08 0.31 -0.10  0.063
H 2.53 0.08 1.74  0.098
H -1.49 -0.34 -0.88  0.108
H -1.19 1.03 -2.17  0.139

Properties
- HOMO energy: -15.28 eV
- ΔE to the lowest compared entry with this formula, charge and spin: 83.0 kJ/mol
- HOMO-LUMO gap: 11.6 eV
- Total charge: +1


Record 2
A 12-piece molecular cluster, C20H64O20S4 overall, computed with ωB97M-V/def2-TZVPD.

Last column: Löwdin charge in e.
Cartesian coordinates (Å):
O -2.93 1.84 7.53  -0.305
S -1.66 1.26 7.00  0.716
O -0.72 2.03 6.18  -0.319
O -0.83 0.46 8.23  -0.292
C 0.57 0.17 8.19  -0.275
C 1.39 1.35 8.42  -0.101
C -2.09 -0.28 6.07  -0.106
H 0.66 -0.29 7.20  0.118
H 0.81 -0.50 9.01  0.128
H 2.47 1.18 8.47  0.085
H 1.18 1.96 9.30  0.093
H 1.33 2.06 7.59  0.066
H -2.81 -0.07 5.28  0.068
H -2.53 -0.90 6.86  0.063
H -1.20 -0.78 5.69  0.061
O -9.86 4.56 3.06  -0.303
S -8.42 4.44 2.71  0.719
O -7.79 3.11 2.92  -0.330
O -8.23 4.88 1.12  -0.255
C -6.95 4.75 0.58  -0.341
C -6.98 4.18 -0.81  -0.079
C -7.32 5.77 3.46  -0.081
H -6.21 4.20 1.16  0.117
H -6.50 5.74 0.43  0.119
H -7.29 3.14 -0.89  0.078
H -6.14 4.09 -1.49  0.082
H -7.69 4.74 -1.42  0.081
H -7.75 6.72 3.11  0.067
H -6.36 5.73 2.94  0.055
H -7.41 5.64 4.54  0.070
O 4.13 -5.34 -6.02  -0.323
S 5.17 -5.93 -5.15  0.690
O 5.38 -7.40 -5.07  -0.305
O 6.65 -5.30 -5.58  -0.314
C 6.70 -4.01 -6.27  -0.247
C 7.02 -4.45 -7.68  -0.079
C 5.09 -5.08 -3.59  -0.121
H 7.51 -3.44 -5.81  0.120
H 5.78 -3.44 -6.19  0.114
H 6.17 -5.02 -8.04  0.081
H 7.92 -5.06 -7.81  0.085
H 7.18 -3.53 -8.25  0.078
H 4.63 -4.10 -3.77  0.073
H 6.13 -5.01 -3.28  0.077
H 4.38 -5.64 -3.00  0.072
O 7.68 -0.05 4.01  -0.300
S 7.98 0.78 2.87  0.689
O 8.85 0.31 1.76  -0.306
O 6.51 1.24 2.23  -0.292
C 5.31 1.49 3.01  -0.258
C 5.00 2.95 3.24  -0.070
C 8.57 2.48 3.38  -0.090
H 5.48 0.98 3.95  0.109
H 4.49 1.03 2.46  0.121
H 5.96 3.38 3.52  0.051
H 4.24 3.22 3.96  0.086
H 4.74 3.50 2.34  0.078
H 8.48 3.07 2.47  0.071
H 9.55 2.30 3.83  0.068
H 7.83 2.83 4.10  0.045
C 4.22 2.57 -3.27  -0.182
O 5.51 2.91 -2.81  -0.114
H 4.02 2.60 -4.34  0.082
H 3.64 1.79 -2.77  0.074
H 3.66 3.45 -2.96  0.067
H 5.45 3.24 -1.91  0.074
C -2.55 2.26 -8.11  -0.167
O -1.51 2.17 -7.15  -0.127
H -2.59 3.28 -8.50  0.078
H -2.35 1.57 -8.93  0.074
H -3.52 2.03 -7.67  0.072
H -1.42 1.26 -6.86  0.070
C -8.56 -1.86 -0.24  -0.184
O -9.61 -1.07 0.28  -0.106
H -7.59 -1.59 0.19  0.072
H -8.61 -2.94 -0.21  0.072
H -8.41 -1.55 -1.28  0.072
H -9.32 -0.69 1.11  0.075
C -1.84 -3.63 -7.32  -0.220
O -1.42 -3.04 -6.15  -0.089
H -1.46 -4.61 -7.62  0.076
H -2.93 -3.72 -7.37  0.075
H -1.56 -3.10 -8.23  0.077
H -1.61 -3.68 -5.46  0.082
C 1.95 -5.95 3.99  -0.178
O 1.59 -4.63 4.28  -0.124
H 1.50 -6.36 3.09  0.079
H 3.04 -5.99 4.00  0.075
H 1.60 -6.54 4.84  0.074
H 1.17 -4.20 3.53  0.073
C -0.51 6.95 0.68  -0.170
O -1.24 6.51 -0.45  -0.123
H 0.34 7.53 0.31  0.075
H -1.07 7.55 1.39  0.071
H -0.10 6.14 1.28  0.071
H -0.96 6.84 -1.31  0.075
C -1.30 -0.34 0.06  -0.174
O -0.60 -1.59 0.19  -0.114
H -0.78 0.33 0.75  0.076
H -1.35 0.19 -0.89  0.073
H -2.36 -0.41 0.29  0.070
H -0.75 -1.99 -0.67  0.068
C -4.22 -6.60 -2.05  -0.132
O -2.83 -6.16 -1.92  -0.147
H -4.24 -7.58 -2.53  0.074
H -4.78 -6.55 -1.12  0.073
H -4.58 -5.86 -2.77  0.074
H -2.37 -6.85 -1.45  0.059

Properties
- HOMO energy: -10.37 eV
- ΔE to the lowest compared entry with this formula, charge and spin: 546.6 kJ/mol
- HOMO-LUMO gap: 10.2 eV
- SMILES: CCOS(C)(=O)=O.CCOS(C)(=O)=O.CCOS(C)(=O)=O.CCOS(C)(=O)=O.CO.CO.CO.CO.CO.CO.CO.CO
- Total charge: 0


Record 3
A 2-piece molecular cluster, C32H31F5N2O3 overall, computed with ωB97M-V/def2-TZVPD.

Last column: Löwdin charge in e.
Cartesian coordinates (Å):
C -3.63 2.63 -1.79  -0.006
N -2.80 1.48 -1.53  -0.022
C -3.30 0.22 -1.46  -0.361
O -4.51 -0.06 -1.42  0.074
C -2.13 -0.75 -1.34  -0.161
C -1.97 -1.59 -2.61  -0.040
C -3.20 -2.41 -2.85  -0.087
C -4.11 -2.09 -3.86  -0.139
F -3.85 -1.02 -4.66  0.095
C -5.31 -2.78 -4.02  -0.113
F -6.18 -2.41 -4.98  0.115
C -5.60 -3.85 -3.17  -0.111
F -6.76 -4.52 -3.31  0.121
C -4.69 -4.22 -2.18  -0.112
F -4.97 -5.25 -1.36  0.113
C -3.51 -3.49 -2.03  -0.128
F -2.66 -3.83 -1.02  0.096
N -1.03 0.17 -1.04  0.017
C 0.17 -0.30 -0.66  -0.035
C 1.31 0.49 -0.51  -0.097
C 2.38 0.09 0.29  -0.024
C 3.69 0.72 0.13  -0.200
C 4.90 0.01 0.35  -0.028
C 6.13 0.64 0.33  -0.078
C 6.21 2.01 0.03  -0.076
C 5.04 2.73 -0.27  -0.081
C 3.80 2.09 -0.22  -0.030
C -1.35 1.57 -1.36  -0.455
C -0.70 2.02 -2.68  0.013
C -0.98 2.53 -0.22  0.019
H -4.63 2.29 -2.03  0.098
H -3.67 3.29 -0.92  0.094
H -3.23 3.20 -2.64  0.092
H -2.29 -1.43 -0.49  0.154
H -1.80 -0.92 -3.47  0.128
H -1.10 -2.24 -2.48  0.137
H 0.20 -1.36 -0.42  0.146
H 1.35 1.45 -1.04  0.074
H 2.38 -0.93 0.66  0.119
H 4.83 -1.06 0.57  0.117
H 7.04 0.07 0.54  0.108
H 7.19 2.50 -0.04  0.102
H 5.10 3.78 -0.55  0.103
H 2.89 2.67 -0.41  0.107
H -1.08 1.43 -3.51  0.092
H -0.92 3.08 -2.85  0.088
H 0.39 1.90 -2.65  0.076
H -1.38 2.15 0.72  0.081
H 0.10 2.62 -0.12  0.074
H -1.39 3.52 -0.45  0.091
C -3.13 0.73 2.77  -0.067
C -1.99 -0.24 2.58  -0.228
O -0.75 0.51 2.61  -0.035
C 0.35 -0.30 2.53  -0.484
C 1.61 0.43 2.61  -0.016
C 2.74 -0.17 3.20  -0.248
C 2.94 -1.59 3.18  -0.041
C 4.19 -2.13 3.45  -0.099
C 5.26 -1.30 3.79  -0.116
C 5.07 0.09 3.90  -0.107
C 3.83 0.65 3.63  -0.045
O 0.20 -1.51 2.31  0.041
H -4.06 0.20 2.57  0.081
H -3.17 1.08 3.80  0.080
H -3.07 1.59 2.10  0.063
H -1.98 -0.99 3.39  0.134
H -2.06 -0.76 1.61  0.104
H 1.48 1.51 2.73  0.120
H 2.09 -2.21 2.92  0.097
H 4.32 -3.22 3.40  0.102
H 6.24 -1.72 3.99  0.092
H 5.90 0.74 4.19  0.102
H 3.66 1.73 3.72  0.110

Properties
- HOMO energy: -6.56 eV
- HOMO-LUMO gap: 5.7 eV
- Total charge: 0


Record 4
A 7-piece molecular cluster, C19H29Br3Cl4O8 overall, computed with ωB97M-V/def2-TZVPD.

Last column: Mulliken spin population.
Cartesian coordinates (Å):
O -2.18 0.99 -0.88  0.721
C -3.19 1.47 -1.49  -0.032
O -3.24 1.40 -2.77  0.023
C -4.55 1.78 -3.30  -0.002
C -5.32 2.29 -2.09  0.011
C -4.34 2.25 -0.89  0.064
H -5.02 0.87 -3.67  0.000
H -4.62 2.55 -4.07  0.001
H -6.20 1.66 -1.99  0.000
H -5.71 3.30 -2.21  0.004
H -4.68 1.70 -0.02  -0.001
H -3.95 3.20 -0.53  0.002
O 4.87 -1.83 -2.67  0.000
C 5.10 -0.68 -2.37  0.000
O 4.67 0.32 -3.19  0.001
C 5.06 1.57 -2.75  0.000
C 5.26 1.38 -1.26  0.000
C 5.77 -0.08 -1.17  0.000
H 4.31 2.32 -3.02  0.000
H 6.05 1.74 -3.19  0.000
H 4.37 1.38 -0.63  0.000
H 5.88 2.18 -0.85  0.000
H 5.42 -0.64 -0.30  0.000
H 6.86 -0.08 -1.29  0.000
O -3.70 2.19 2.97  0.123
C -2.94 1.26 3.25  0.007
O -2.94 0.54 4.46  0.022
C -1.84 -0.37 4.58  -0.002
C -0.87 -0.01 3.44  -0.001
C -1.81 0.67 2.40  -0.002
H -2.24 -1.38 4.62  0.001
H -1.32 -0.28 5.53  0.000
H -0.31 -0.87 3.08  0.004
H -0.08 0.55 3.95  0.001
H -2.28 -0.01 1.69  0.012
H -1.34 1.47 1.84  0.001
O -1.10 -3.38 2.60  0.000
C 0.05 -3.76 2.75  0.000
O 1.06 -2.93 3.00  0.000
C 2.35 -3.55 2.85  0.000
C 2.03 -4.93 2.29  0.000
C 0.58 -5.17 2.59  0.000
H 2.80 -3.61 3.84  0.000
H 2.97 -2.94 2.19  0.000
H 2.74 -5.62 2.76  0.000
H 2.27 -4.86 1.23  0.000
H 0.50 -5.82 3.46  0.000
H 0.07 -5.73 1.81  0.000
C -1.59 -1.17 -3.95  0.007
Cl -1.34 -2.96 -3.79  0.001
Cl -0.70 -0.66 -5.36  0.003
H -2.64 -1.06 -4.22  0.000
H -1.18 -0.58 -3.14  -0.006
C -0.66 4.16 -0.74  0.004
Cl -1.52 4.92 -2.16  0.000
Cl -1.67 4.19 0.78  0.002
H -0.60 3.10 -0.99  -0.007
H 0.29 4.67 -0.57  0.000
C 1.15 0.58 -0.44  0.005
Br 1.17 0.57 -2.43  0.034
Br 1.95 2.16 0.36  0.000
Br 2.01 -1.11 0.22  0.002
H 0.09 0.69 -0.17  -0.004

Properties
- HOMO energy (alpha / beta): -12.04 / -12.04 eV
- HOMO-LUMO gap (alpha / beta): 8.3 / 2.7 eV
- 2S+1: 2
- Total charge: +1
- Expectation value of S²: 0.757


| no. | F_max (eV Å⁻¹) |
| --- | --- |
| 1 | 4.31 |
| 2 | 4.12 |
| 3 | 2.39 |
| 4 | 3.34 |